# 1
C28H23N4O3PdS as an isolated structure, computed with ωB97M-V/def2-TZVPD.

Structure (ORCA input):
```
! wB97M-V def2-TZVPD RIJCOSX def2/J DEFGRID3
* xyz 1 1
Pd -0.5889 -0.2441 0.1478
C -0.3055 0.0853 4.7286
O -1.6619 0.3057 4.3199
C -1.7013 0.0979 3.0066
N -0.6154 -0.2662 2.4362
C 0.4271 -0.3614 3.4292
C 1.6538 0.4470 3.0589
C 2.7928 0.3037 3.8445
C 3.9788 0.9062 3.4671
C 4.0354 1.6614 2.3066
C 2.8899 1.8563 1.5542
C 1.6961 1.2602 1.9312
C -2.9261 0.2448 2.2262
C -4.2054 0.3245 2.7680
C -5.2802 0.4098 1.8938
C -5.0525 0.4073 0.5240
C -3.7379 0.3112 0.0680
N -2.7040 0.2447 0.9089
C -3.3425 0.2523 -1.3430
N -2.1778 -0.1556 -1.6875
C -2.0629 -0.0590 -3.1262
C -3.4588 0.4980 -3.5422
O -4.1793 0.6210 -2.3117
C -0.9006 0.8102 -3.5483
C -0.3800 1.7983 -2.7218
C 0.7147 2.5402 -3.1395
C 1.2836 2.3068 -4.3792
C 0.7574 1.3307 -5.2096
C -0.3291 0.5846 -4.7935
H -0.2993 -0.6712 5.5161
H 0.0890 1.0217 5.1275
H 0.7386 -1.4132 3.4891
H 2.7530 -0.2916 4.7452
H 4.8648 0.7720 4.0683
H 4.9723 2.0924 1.9867
H 2.9277 2.4678 0.6642
H 0.7974 1.4420 1.3255
H -4.3384 0.3094 3.8384
H -6.2881 0.4636 2.2753
H -5.8646 0.4736 -0.1817
H -1.8959 -1.0627 -3.5368
H -4.0009 -0.1807 -4.2043
H -3.3951 1.4881 -3.9999
H -0.8105 1.9790 -1.7371
H 1.1316 3.2966 -2.4897
H 2.1412 2.8785 -4.6966
H 1.2041 1.1396 -6.1745
H -0.7365 -0.1841 -5.4343
O 0.2820 -2.3777 0.4486
N 1.4488 -2.6184 -0.0655
C 2.0413 -3.7930 0.2198
C 3.2558 -4.1422 -0.3172
C 3.8912 -3.2664 -1.1968
C 3.2871 -2.0645 -1.4791
C 2.0649 -1.7282 -0.8909
S 1.3769 -0.1734 -1.1547
H 1.4710 -4.4298 0.8811
H 3.6974 -5.0907 -0.0618
H 4.8409 -3.5169 -1.6384
H 3.7331 -1.3416 -2.1434
*
```

Summary:
HOMO-LUMO gap (alpha / beta): 5.92 / 5.89 eV
highest occupied orbital energy (alpha / beta): -10.348 / -10.353 eV

# 2
C28H23N8O2Tc as an isolated structure, computed with ωB97M-V/def2-TZVPD.

Structure (ORCA input):
```
! wB97M-V def2-TZVPD RIJCOSX def2/J DEFGRID3
* xyz 3 2
Tc -0.6210 0.1684 0.2466
C 2.3878 -1.0010 0.7010
N 2.6210 -0.0282 -0.4468
C 2.8986 1.3725 -0.0121
C 1.6107 2.1662 0.2301
N -0.6767 1.9295 -0.6242
C -1.3291 2.9628 -0.1090
C -2.7223 2.9085 0.0828
C -3.4082 3.9884 0.5726
C -2.7354 5.1962 0.9096
C -1.3994 5.3153 0.7624
C -0.5459 4.2122 0.2548
N 1.8748 3.4750 0.7693
C 1.3116 -2.0409 0.3254
N -1.0239 -1.7174 -0.0309
C -1.4695 -2.9040 -0.3631
C -2.4799 -3.1133 -1.3193
C -3.0519 -4.3450 -1.4622
C -2.6869 -5.4478 -0.6269
C -1.6925 -5.3421 0.2681
C -0.9067 -4.0715 0.4428
N 1.6473 -3.4875 0.5885
H 2.0719 -0.4301 1.5782
H 3.3367 -1.4958 0.9205
H 3.4764 -0.3571 -0.9284
H 3.4660 1.8747 -0.8018
H 3.5061 1.3758 0.8961
H -3.2330 2.0067 -0.2334
H -4.4819 3.9478 0.6764
H -3.3252 6.0311 1.2576
H -0.9027 6.2508 0.9722
H 2.3315 4.1476 0.1689
H -2.7923 -2.2725 -1.9192
H -3.8169 -4.4927 -2.2079
H -3.2332 -6.3739 -0.7289
H -1.4119 -6.1733 0.8991
H 2.3524 -3.8089 1.2489
O 1.8501 -1.5211 -3.3070
C 1.5809 -1.4722 -2.1577
N 1.5681 -0.0771 -1.4046
C 1.0439 1.0756 -2.0457
O 0.7268 1.0798 -3.1847
C 0.7164 2.2108 -1.0643
C 0.7756 3.5858 -1.6921
C 0.1722 4.5668 -1.0412
C 0.6132 3.8583 1.3502
C 0.2221 2.5414 1.9291
N 0.7585 1.5669 1.2871
C 1.2511 -2.3515 -1.1436
C 1.4794 -3.7870 -0.8925
C 0.5690 -4.3857 0.1189
C -0.8896 -3.6077 1.8940
C -0.3736 -2.4057 2.1089
N -0.0039 -1.6581 0.9346
H 1.2474 3.6993 -2.6526
H 0.1100 5.5796 -1.3980
H 0.7276 4.6809 2.0523
H -0.4649 2.3853 2.7446
H 2.1366 -4.4135 -1.4833
H 0.8045 -5.4220 0.3559
H -1.2927 -4.2385 2.6668
H -0.2757 -1.9191 3.0654
*
```

Summary:
HOMO-LUMO gap (alpha / beta): 6.28 / 6.38 eV
⟨S²⟩: 1.09
highest occupied orbital energy (alpha / beta): -16.340 / -16.413 eV

# 3
C28H23O9S4 as an isolated structure, computed with ωB97M-V/def2-TZVPD.

Structure (ORCA input):
```
! wB97M-V def2-TZVPD RIJCOSX def2/J DEFGRID3
* xyz -1 1
C 0.4121 -5.1607 -1.5364
C 0.2814 -4.4705 -2.7528
C -0.3065 -3.2036 -2.7703
C -0.7524 -2.6214 -1.5849
S -1.4962 -0.9818 -1.6567
C -0.3403 0.2687 -1.1083
C 0.6974 0.1807 -0.0949
C 2.0875 0.4990 -0.6852
C 2.3861 0.9054 -1.9788
C 3.5538 1.6707 -2.1948
C 4.4647 1.8269 -1.1473
C 4.3016 1.0911 0.0263
C 3.1537 0.3010 0.1759
S -0.5981 1.6654 -2.2061
C -2.3452 1.8232 -2.6489
C -2.7405 1.7321 -3.9854
C -4.0917 1.7769 -4.3214
C -5.0580 1.9375 -3.3181
C -4.6540 2.0627 -1.9817
C -3.2993 2.0154 -1.6507
O -0.2794 2.8836 -1.4481
O -0.0127 1.5263 -3.5158
O -1.7343 -0.8454 -3.0829
O -2.6803 -1.0607 -0.8160
C -0.6480 -3.3121 -0.3751
C -0.0518 -4.5789 -0.3476
H 0.8663 -6.1587 -1.5233
H 0.6218 -4.9183 -3.6910
H -0.4370 -2.6785 -3.7116
H 0.5750 -0.8962 0.4452
H 1.7496 0.7035 -2.8529
H 3.7107 2.1597 -3.1574
H 5.3640 2.4205 -1.2679
H 4.9981 1.1316 0.8619
H 3.0695 -0.4213 0.9723
H -1.9922 1.6011 -4.7623
H -4.3834 1.6916 -5.3732
H -6.1177 1.9830 -3.5829
H -5.3975 2.2078 -1.1911
H -2.9690 2.1160 -0.6185
H -1.0424 -2.8664 0.5338
H 0.0348 -5.1192 0.6029
C 0.8508 3.4210 1.3689
O 0.8120 2.1017 0.7915
C 0.7532 0.8416 1.3514
S -0.7922 0.5588 2.3416
O -1.4127 1.7576 2.8001
O -1.6031 -0.4103 1.5829
C -0.2425 -0.3931 3.7894
C 1.0792 -0.1904 4.1044
C 1.6795 -0.8574 5.1846
C 0.9088 -1.8047 5.8906
C -0.4141 -2.0727 5.5066
C -0.9965 -1.3760 4.4427
S 1.8880 0.9664 2.9706
O 3.2659 0.4777 2.8326
O 1.7313 2.2348 3.6716
H 0.6517 3.9587 0.4703
H 0.0844 3.5741 2.0886
H 1.8364 3.6366 1.7119
H 2.7008 -0.6218 5.4860
H 1.3479 -2.3250 6.7599
H -1.0122 -2.8119 6.0510
H -2.0167 -1.5532 4.1248
*
```

Summary:
energy above the lowest of the compared OMol25 structures with the same formula, charge and spin: 32.55 kcal/mol
HOMO-LUMO gap: 6.97 eV
highest occupied orbital energy: -4.737 eV

Number 1: E_tot -2051.3413 hartree, maximum force 0.05347 Eh/bohr. Number 2: E_tot -1748.7761 hartree, maximum force 0.05260 Eh/bohr. Number 3: E_tot -3350.4802 hartree, maximum force 0.11755 Eh/bohr.